Record 1
Below is 4 unconnected molecules or ions with the total composition C22H43F2NO10S, with properties calculated with the ωB97M-V functional and the def2-TZVPD basis.

## Properties
spin multiplicity: 1
SMILES: CC[C@@H](C)[C@@]1(CNC)OS(=O)(=O)O[C@]1(F)CCF.CCOC(C)=O.CCOC(C)=O.CCOC(C)=O
lowest unoccupied orbital energy: 0.0194 Eh
gap between HOMO and LUMO: 9.806 eV

Geometry as XYZ:
```
79
Properties=species:S:1:pos:R:3:forces:R:3:lowdin_charge:R:1
C -0.57321 -1.88016 -0.68651 0.13 -0.04 -0.04 -0.072
C 0.01344 -0.93902 -1.75008 -0.08 -0.03 -0.13 -0.202
C -0.95551 0.06100 -2.40617 -0.11 -0.14 0.11 -0.261
C -1.95578 -0.67852 -3.29666 0.00 0.09 -0.06 -0.043
C -1.52331 1.15963 -1.44458 0.05 0.03 -0.06 -0.248
C -0.58088 1.36268 -0.25828 0.00 0.17 -0.05 -0.164
N -0.95456 2.46240 0.61817 0.16 -0.07 -0.06 -0.082
C 0.02230 2.63582 1.69185 -0.01 -0.01 -0.03 -0.100
O -1.42435 2.40658 -2.23900 -0.07 -0.11 -0.06 -0.152
S -2.64834 3.38403 -2.08431 0.06 0.13 -0.12 0.600
O -3.40805 3.39158 -3.28223 0.04 0.06 0.09 -0.202
O -2.21154 4.60610 -1.50091 -0.05 -0.05 -0.05 -0.222
O -3.38245 2.54667 -0.95036 -0.09 -0.13 0.07 -0.093
C -3.03771 1.17029 -1.00270 0.10 0.06 0.08 -0.415
F -3.84532 0.61618 -1.96285 0.05 -0.01 -0.05 0.078
C -3.41670 0.56320 0.34062 -0.13 -0.04 -0.01 -0.035
C -3.91918 -0.87042 0.26895 -0.06 0.03 0.00 -0.179
F -5.31292 -0.87167 0.16209 0.06 -0.01 0.00 -0.055
H 0.12792 -2.01312 0.13935 -0.04 0.01 0.00 0.080
H -1.50689 -1.50756 -0.26469 0.06 0.00 0.02 0.041
H -0.77007 -2.87431 -1.09039 -0.11 0.05 0.00 0.078
H 0.88341 -0.40542 -1.37381 -0.01 -0.09 0.10 0.074
H 0.38812 -1.54714 -2.57748 0.07 0.04 0.04 0.116
H -0.32877 0.65288 -3.07803 0.00 0.04 0.06 0.145
H -2.59120 -1.36353 -2.73411 0.01 0.01 -0.02 0.074
H -2.59763 -0.00033 -3.85530 -0.01 0.00 0.02 0.086
H -1.38753 -1.26686 -4.02004 0.00 -0.01 0.05 0.088
H 0.41729 1.48221 -0.69450 0.03 -0.01 0.06 0.114
H -0.56640 0.45027 0.34067 0.05 -0.01 -0.06 0.121
H -0.99329 3.32259 0.08113 -0.15 0.01 0.07 0.089
H 0.94470 3.13407 1.36387 0.01 -0.06 0.00 0.077
H 0.30586 1.65863 2.08795 -0.06 0.03 0.04 0.083
H -0.41664 3.21726 2.50266 0.04 0.02 -0.03 0.078
H -2.60748 0.68416 1.05470 0.03 0.00 -0.05 0.117
H -4.25047 1.16069 0.71509 0.06 0.00 0.04 0.145
H -3.54454 -1.42014 -0.59349 0.02 0.01 0.05 0.102
H -3.66721 -1.40700 1.18577 0.00 -0.02 -0.04 0.119
C 3.35090 3.54475 -3.73201 0.03 -0.06 0.01 -0.057
C 2.35339 3.38974 -2.60596 0.00 0.04 -0.03 -0.225
O 2.33635 2.05165 -2.08120 -0.07 -0.02 0.06 -0.025
C 3.20557 1.61272 -1.14581 0.04 -0.03 -0.11 -0.523
C 4.37028 2.47348 -0.73740 -0.02 0.03 0.13 0.025
O 3.03093 0.50928 -0.69653 0.00 0.03 0.06 0.090
H 4.37324 3.37869 -3.39193 -0.01 0.03 0.01 0.072
H 3.28762 4.55112 -4.14661 -0.01 0.00 0.00 0.084
H 3.13497 2.82938 -4.52532 0.00 0.01 -0.01 0.085
H 2.52316 4.10844 -1.80354 0.01 -0.01 0.01 0.114
H 1.33736 3.54270 -2.96702 0.00 -0.01 0.01 0.120
H 5.24225 2.16597 -1.31663 0.02 0.00 0.02 0.098
H 4.58267 2.26914 0.30884 0.05 -0.06 -0.02 0.094
H 4.21842 3.54091 -0.86596 0.00 -0.01 -0.07 0.073
C -7.61491 -2.45450 3.12026 0.00 -0.05 0.07 -0.056
C -6.14494 -2.62388 2.80413 -0.04 0.05 -0.04 -0.246
O -5.39636 -3.11682 3.92326 0.07 -0.01 -0.04 -0.002
C -5.31208 -4.42986 4.22633 -0.06 0.02 0.04 -0.530
C -6.17165 -5.42731 3.48393 0.07 0.00 -0.08 0.011
O -4.58010 -4.76468 5.11575 0.01 -0.01 0.00 0.105
H -8.09036 -3.40704 3.35553 0.00 0.00 -0.03 0.069
H -8.12907 -2.01649 2.26443 0.01 0.01 0.00 0.084
H -7.73958 -1.79317 3.97747 0.00 0.01 -0.01 0.085
H -5.98384 -3.25296 1.92796 0.00 0.00 0.00 0.111
H -5.69738 -1.65703 2.58486 -0.01 0.00 0.02 0.106
H -7.06895 -5.60419 4.07754 -0.01 0.00 0.00 0.096
H -5.61809 -6.36026 3.42195 -0.01 -0.01 0.05 0.090
H -6.47205 -5.11962 2.48695 -0.02 0.01 0.01 0.068
C 6.03577 -1.63212 1.61637 -0.01 0.07 0.01 -0.059
C 6.74709 -1.58905 0.28136 -0.05 -0.05 0.05 -0.232
O 6.99533 -0.24604 -0.15171 -0.01 0.04 -0.15 -0.011
C 8.05660 0.48199 0.24562 -0.06 0.01 0.07 -0.532
C 8.96687 -0.04912 1.32722 0.06 -0.06 -0.08 0.013
O 8.21737 1.56583 -0.24672 0.00 0.02 0.01 0.098
H 6.64591 -1.20619 2.41339 0.02 -0.03 0.00 0.069
H 5.80140 -2.66368 1.88114 0.00 0.00 0.00 0.083
H 5.10443 -1.06881 1.55763 -0.01 -0.01 -0.01 0.081
H 7.67268 -2.16636 0.28479 0.01 0.02 0.01 0.111
H 6.10956 -2.00304 -0.49764 0.00 0.01 0.00 0.124
H 8.63620 0.36797 2.27879 -0.01 0.00 0.01 0.096
H 9.97056 0.31622 1.12776 -0.02 0.05 0.02 0.091
H 8.98738 -1.13152 1.41233 -0.02 0.00 0.02 0.069
```
Positions in Å, forces in eV/Å.

Record 2
Below is a molecular structure, C22H43InN2OP3, with properties calculated with the ωB97M-V functional and the def2-TZVPD basis.

## Properties
spin multiplicity: 1
lowest unoccupied orbital energy (alpha / beta): -0.4032 / -0.4394 Eh
net charge: +3
gap between HOMO and LUMO (alpha / beta): 4.744 / 2.872 eV

Geometry as XYZ:
```
72
Properties=species:S:1:pos:R:3:forces:R:3:lowdin_charge:R:1
In -0.16505 1.57386 -0.45536 -1.13 -2.96 2.38 0.947
P 1.78710 -0.93612 1.80046 0.70 -0.29 0.14 0.774
P 1.99790 2.70008 0.00586 1.08 0.92 0.34 0.749
P -1.06654 -2.74166 0.16830 -0.13 -0.69 -0.49 0.847
H 1.18222 2.10035 -2.86740 -0.32 0.35 -0.22 0.067
C 0.10025 2.06585 -3.03715 -0.65 1.34 -0.61 0.025
C -0.82671 2.75098 -2.23007 -0.91 -0.53 -1.47 -0.176
H -0.60382 3.82066 -2.03161 0.15 -0.75 0.86 0.107
C 3.21390 -1.83124 1.04945 -0.23 0.05 -0.25 -0.272
C 2.72093 0.08677 3.01250 -0.27 0.20 0.09 -0.296
C 1.25207 -2.23974 2.99962 -0.52 0.22 -0.17 -0.271
C 2.07392 4.12048 -1.13945 0.05 0.03 -0.03 -0.222
C 1.83568 3.48108 1.63619 -0.18 0.03 0.26 -0.200
C 3.63499 1.93348 -0.12504 0.09 -0.51 -0.21 -0.197
C -2.27216 -3.28166 -1.14164 -0.17 0.70 0.13 -0.261
C -1.58676 -3.78658 1.58761 -0.17 0.31 0.33 -0.273
C 0.40641 -3.62689 -0.47986 0.17 0.17 0.01 -0.285
H -0.21180 1.68231 -4.01094 -0.11 -0.92 0.61 0.110
H -1.91458 2.48905 -2.35419 1.14 0.65 -0.43 0.112
H 3.73528 -2.41756 1.81693 -0.04 0.17 -0.20 0.068
H 3.90445 -1.10761 0.60070 -0.04 -0.24 0.06 0.030
H 2.85317 -2.50307 0.26200 0.22 0.13 0.18 0.019
H 3.12239 -0.56394 3.79744 0.07 0.27 -0.14 0.058
H 2.02601 0.80160 3.46591 0.20 -0.05 0.15 0.032
H 3.54187 0.63591 2.54226 -0.10 -0.10 0.18 0.024
H 2.07514 -2.44732 3.69824 -0.25 -0.02 -0.28 0.062
H 0.94734 -3.16033 2.48598 0.15 0.30 0.19 0.015
H 0.39264 -1.85842 3.56623 0.17 -0.23 0.02 0.038
H 2.96830 4.67072 -0.80947 -0.29 0.06 -0.23 0.084
H 1.19036 4.77005 -1.04462 0.37 -0.15 0.05 0.069
H 2.20972 3.83247 -2.19196 0.04 0.10 0.39 0.063
H 2.34113 4.45527 1.62688 0.02 -0.25 -0.03 0.084
H 2.26595 2.85133 2.42383 -0.09 0.10 -0.23 0.052
H 0.77858 3.65795 1.87354 0.19 -0.03 -0.02 0.050
H 4.41573 2.70395 -0.05860 -0.31 -0.01 0.03 0.091
H 3.73597 1.42618 -1.09309 -0.02 0.14 0.15 0.074
H 3.81064 1.18822 0.65757 -0.20 0.24 -0.17 0.017
H -2.81599 -4.17301 -0.80554 0.18 0.20 -0.21 0.054
H -1.75974 -3.47940 -2.09856 -0.22 0.07 0.45 0.046
H -2.97505 -2.44701 -1.27786 0.00 -0.46 -0.15 0.034
H -2.43267 -4.41517 1.28857 0.25 0.03 0.24 0.047
H -1.91459 -3.10687 2.38766 -0.01 -0.42 -0.06 0.027
H -0.76389 -4.40060 1.96956 -0.25 0.04 -0.12 0.044
H 0.08351 -4.53354 -1.00789 0.20 0.15 0.18 0.064
H 1.09726 -3.89208 0.32759 -0.09 0.00 -0.25 0.026
H 0.91454 -2.95046 -1.18274 -0.02 -0.31 0.12 0.021
C -1.18981 -0.95396 -3.21229 1.24 -0.16 0.33 -0.425
C 0.07691 -1.28044 -3.98818 -1.21 -0.18 0.54 -0.092
C -0.18443 -2.01076 -5.23983 0.03 0.06 -1.19 -0.019
C -1.43602 -2.18905 -5.73589 1.54 -0.91 -0.54 -0.047
C -2.57265 -1.68817 -5.06146 -0.17 0.70 1.38 0.019
C -2.45002 -1.02896 -3.85792 -0.53 -0.05 -0.44 -0.004
O -1.02996 -0.74263 -1.98285 -0.16 1.67 0.06 -0.141
H 0.63015 -1.91812 -3.28827 0.34 0.17 -0.20 0.132
H 0.65686 -0.35239 -4.15588 -0.07 -0.46 -0.01 0.130
H 0.71892 -2.33116 -5.76996 -0.56 -0.14 -0.04 0.134
H -1.59368 -2.77786 -6.64127 0.17 0.30 0.19 0.132
H -3.55388 -1.88667 -5.47672 -0.01 0.20 -0.01 0.137
H -3.30693 -0.64198 -3.32454 -0.14 -0.18 0.03 0.124
N -3.29965 2.70307 4.98520 0.41 -0.54 -1.04 0.183
C -2.77537 2.21305 3.83002 -0.48 0.59 1.41 -0.266
C -2.30237 0.88275 3.73531 0.39 -0.27 -0.66 0.036
C -1.69020 0.47346 2.55906 0.09 -0.05 0.21 -0.109
N -1.56316 1.30280 1.49372 0.73 0.61 -1.62 -0.053
C -2.06941 2.55769 1.56356 -0.32 0.29 1.13 -0.179
C -2.65410 3.06171 2.70867 0.38 -0.06 -0.92 0.021
H -3.44064 2.11630 5.79251 0.01 0.04 -0.06 0.131
H -3.65763 3.64400 5.02091 -0.02 -0.07 0.07 0.128
H -2.38453 0.19995 4.58782 0.02 0.24 -0.44 0.138
H -1.27767 -0.54102 2.43867 -0.22 0.58 -0.02 0.079
H -1.97850 3.18801 0.66973 -0.13 -0.10 0.30 0.097
H -2.97821 4.10204 2.74205 -0.06 -0.34 -0.01 0.136
```
Positions in Å, forces in eV/Å.